{
  "formula": "C5H7ClN2",
  "method": "the ωB97M-V functional and the def2-TZVPD basis",
  "smiles": "N#C[C@H](Cl)CN1CC1",
  "e_lumo_ev": 0.8,
  "species": ["Cl", "N", "N", "C", "C", "C", "C", "C", "H", "H", "H", "H", "H", "H", "H"],
  "coordinates": [[1.660761, 1.912235, 0.032873], [-0.794947, -0.164866, -0.603736], [3.877120, -0.958203, -0.021359], [1.547350, 0.163929, -0.337857], [-1.555623, 0.924619, -0.080108], [2.817121, -0.520035, -0.091503], [-2.042767, -0.465000, 0.110025], [0.312609, -0.499318, 0.272031], [1.483512, 0.099160, -1.445934], [-2.847145, -0.825802, -0.472122], [-1.981085, -0.858674, 1.138819], [-2.015665, 1.471525, -0.875337], [0.232563, -0.203910, 1.347588], [0.547768, -1.570271, 0.253878], [-1.241575, 1.494613, 0.772748]],
  "atomic_forces_ev_per_a": [[0.1, -0.1, 0.1], [0.4, -1.3, 1.4], [-0.3, -0.2, 0.1], [0.3, -0.2, -1.1], [-1.3, 0.3, -0.4], [0.5, 0.5, 0.4], [0.3, 0.5, 0.9], [1.6, 0.0, -0.2], [-0.4, 0.2, 0.6], [-0.6, -0.3, -0.5], [0.1, 0.1, -0.7], [-0.3, 0.6, -0.1], [-0.3, 0.0, -0.7], [-0.5, 0.0, -0.1], [0.4, 0.1, 0.2]],
  "lowdin_charge": [0.641, -0.103, 0.162, -0.668, -0.175, -0.262, -0.122, -0.263, 0.123, 0.088, 0.115, 0.102, 0.136, 0.131, 0.094]
}